1.
Here is C33H46MnNP3 as an isolated structure at a distorted geometry from the OMol25 dataset. Energies are from wB97M-V/def2-TZVPD.

E_LUMO (spin up / spin down) ... 0.575 / 0.197 eV
Multiplicity ... 6
Energy above the lowest of the compared OMol25 structures with the same formula, charge and spin ... 11.6 kcal per mole
Gap between HOMO and LUMO (spin up / spin down) ... 0.2264 / 0.2813 Ha
Charge ... 0

Geometry as XYZ:
```
84
C33H46MnNP3 (wB97M-V/def2-TZVPD)
P 3.0810 0.1588 -1.4973
P 2.6756 -2.1684 0.9152
C 4.3358 -0.8532 -0.7093
C 3.7735 -2.2605 -0.5395
H 4.5734 -0.3739 0.2486
H 5.2341 -0.8181 -1.3231
H 3.0944 -2.5939 -1.3488
H 4.5529 -3.0205 -0.4346
C 3.6127 -1.5253 2.3658
H 2.9607 -1.6247 3.2456
H 3.8224 -0.4602 2.2091
H 4.5207 -2.1356 2.5131
C 2.9755 -3.9935 1.3352
H 3.8997 -4.1419 1.9084
H 3.0528 -4.6275 0.4443
H 2.1522 -4.4141 1.9272
C 3.8876 1.7724 -1.7506
H 3.2517 2.4947 -1.1424
H 3.9181 2.0735 -2.8042
H 4.9103 1.6572 -1.3507
C 2.7626 -0.6599 -3.0786
H 2.4047 -1.6882 -2.9284
H 3.7143 -0.6533 -3.6250
H 1.9921 -0.1131 -3.6387
Mn 1.5720 1.3400 -0.8101
C -0.1760 -3.8464 2.4296
C 0.2572 -2.6243 2.1320
C -0.1954 -1.7584 0.9318
C -0.3188 -2.1893 -0.5798
C 0.1858 -3.4549 -1.1810
C 0.6732 -4.5913 -0.6450
C 0.0631 -5.4268 0.4503
C -0.8863 -4.6710 1.4175
C 1.0434 2.1320 -2.5566
H 0.0471 -4.3183 3.3809
H 0.8922 -2.0669 2.8455
H 0.4152 -0.8343 0.9017
H -1.1986 -1.3498 1.1650
H -1.3927 -2.1427 -0.8148
H 0.0560 -1.3333 -1.1862
H 0.0528 -3.4781 -2.2710
H 1.5341 -5.0753 -1.1213
H 0.8664 -5.8933 1.0367
H -0.5031 -6.2802 -0.0074
H -1.5490 -4.0258 0.8341
H -1.4901 -5.4374 1.9101
H 0.1704 1.4567 -2.4751
H 1.5596 1.9673 -3.5200
H 0.7569 3.1847 -2.3766
N 0.0373 1.2508 0.0951
P -1.3952 2.0173 0.1217
C -1.2033 3.8132 0.0014
C -2.1489 4.6557 -0.6104
C -1.8645 6.0133 -0.8008
C -0.6094 6.5341 -0.4586
C 0.3296 5.6989 0.1554
C 0.0165 4.3695 0.4285
C -2.6936 1.5477 -1.0602
C -3.9879 2.0777 -0.8659
C -5.0544 1.7054 -1.6838
C -4.8591 0.7489 -2.6863
C -3.5879 0.1960 -2.8734
C -2.5067 0.5967 -2.0757
C -2.1960 1.6679 1.6964
C -3.1302 0.6240 1.8049
C -3.8603 0.4776 2.9873
C -3.6267 1.3464 4.0589
C -2.6386 2.3323 3.9719
C -1.9163 2.4942 2.7889
H -3.0970 4.2608 -0.9697
H -2.6255 6.6665 -1.2337
H -0.3646 7.5764 -0.6720
H 1.3193 6.0879 0.4086
H 0.7515 3.7346 0.9302
H -4.1804 2.7848 -0.0556
H -6.0391 2.1502 -1.5298
H -5.6965 0.4335 -3.3121
H -3.4410 -0.5630 -3.6443
H -1.5166 0.1633 -2.2190
H -3.3283 -0.0379 0.9589
H -4.6340 -0.2869 3.0486
H -4.2370 1.2685 4.9606
H -2.4492 3.0052 4.8080
H -1.1606 3.2750 2.6941
```

2.
Here is C33H46N6Tm as an isolated structure at a distorted geometry from the OMol25 dataset. Energies are from wB97M-V/def2-TZVPD.

E_LUMO (spin up / spin down) ... 2.255 / 2.255 eV
Multiplicity ... 3
Gap between HOMO and LUMO (spin up / spin down) ... 0.1753 / 0.1731 Ha
Charge ... -1

Geometry as XYZ:
```
86
C33H46N6Tm (wB97M-V/def2-TZVPD)
Tm 0.4474 -0.3808 0.1254
N 1.4697 -3.8243 3.6022
N -0.1564 -2.2723 -1.9670
C 1.5064 2.0898 -0.3205
C 2.5143 1.1228 0.0084
C 2.5055 0.9708 1.4471
C 3.4364 0.1993 2.2225
H 4.2968 -0.1780 1.6684
H 2.7552 -1.0758 2.5668
H 3.6213 0.5426 3.2417
C 1.4881 1.8318 1.9793
C 1.3906 2.2680 3.3915
H 1.8736 3.2513 3.5335
H 1.8789 1.5788 4.0890
H 0.3477 2.3845 3.7109
C 0.8498 2.4685 0.8918
C -0.2147 3.4892 1.0414
H -0.9743 3.1328 1.7520
H -0.7168 3.6833 0.0880
H 0.1474 4.4595 1.4216
C 3.5722 0.6035 -0.8976
H 4.4824 1.2309 -0.8805
H 3.2242 0.5776 -1.9406
H 3.8769 -0.4165 -0.6210
C 1.3594 2.7693 -1.6341
H 0.3138 3.0564 -1.8053
H 1.6583 2.1015 -2.4509
H 1.9676 3.6886 -1.7407
C 0.4298 -4.3360 4.1968
H 0.5618 -4.5282 5.2552
C -0.7671 -4.6330 3.5414
H -1.5222 -5.1943 4.0690
C -0.8689 -4.2143 2.2173
H -1.7679 -4.4761 1.6700
C 0.1172 -3.4120 1.6388
H 0.0704 -3.1506 0.5428
C 1.2722 -3.0379 2.5344
C 2.4092 -2.2241 2.3250
H 2.5830 -2.1846 1.2055
C -0.1062 -0.9857 -2.2768
C 0.9220 -2.8173 -2.6942
H 1.5892 -3.6073 -2.3759
C 0.9033 -2.1666 -3.8730
H 1.1686 -2.4978 -4.8793
N 0.2503 -0.9377 -3.6085
C 0.1038 0.2365 -4.3252
C 1.1834 0.6223 -5.1214
C 0.9915 1.7962 -5.8284
H 1.7623 2.0713 -6.5532
C -0.1501 2.5765 -5.6290
C -0.3667 3.7760 -6.4766
H -0.9237 4.5423 -5.9300
H -0.9410 3.5237 -7.3779
H 0.5923 4.1892 -6.8004
C -1.0977 2.2337 -4.6562
H -1.9774 2.8606 -4.4728
C -0.9679 1.0633 -3.9339
C -1.9021 0.7119 -2.8142
H -1.9738 -0.3667 -2.5717
H -2.9169 1.0305 -3.0817
H -1.6697 1.2495 -1.8733
C 2.4681 -0.1472 -5.0956
H 2.3684 -1.1889 -5.4200
H 2.9586 -0.1562 -4.1057
H 3.1504 0.3341 -5.7988
C -0.3011 -0.6802 4.1536
N -1.6607 -1.0343 3.7733
C -2.4240 -1.8954 4.6690
C -2.1853 -0.6044 2.6081
N -1.4111 -0.1447 1.5803
N -3.5475 -0.6986 2.4520
C -4.4970 -0.2793 3.4908
C -4.1013 -0.6079 1.1075
H 0.0703 -1.3848 4.9052
H -0.2490 0.3428 4.5531
H 0.3550 -0.7485 3.2804
H -3.0186 -1.3169 5.3899
H -3.0878 -2.5484 4.0900
H -1.7343 -2.5292 5.2337
H -2.0255 0.4642 1.0263
H -5.1274 0.5286 3.0920
H -5.1676 -1.1035 3.7743
H -3.9920 0.0979 4.3850
H -4.0851 0.4320 0.7449
H -3.5275 -1.2446 0.4223
H -5.1406 -0.9531 1.1226
```

3.
Here is C33H47BrClFeN6O4SSi as an isolated structure at a distorted geometry from the OMol25 dataset. Energies are from wB97M-V/def2-TZVPD.

E_LUMO (spin up / spin down) ... 3.953 / 3.953 eV
Multiplicity ... 6
Energy above the lowest of the compared OMol25 structures with the same formula, charge and spin ... 0.0 kcal per mole
Gap between HOMO and LUMO (spin up / spin down) ... 0.2016 / 0.2090 Ha
Charge ... -2

Geometry as XYZ:
```
95
C33H47BrClFeN6O4SSi (wB97M-V/def2-TZVPD)
Fe -0.6329 -0.3031 -0.5649
N -4.3568 4.5147 0.9694
C -3.9559 3.1698 0.8423
S -3.9855 2.5128 -0.7539
N -3.5827 2.6309 1.9569
N -3.2729 1.2736 1.9704
C -2.0535 0.9974 2.2401
C -0.9611 1.9961 2.3326
C -0.7935 2.7555 3.4779
C 0.1783 3.7426 3.5678
C 0.9941 3.9650 2.4668
C 0.8647 3.1919 1.3296
C -0.0899 2.1612 1.2398
O -0.0903 1.3872 0.1716
H -4.1689 5.0190 0.1160
H -3.9262 4.9410 1.7809
H -1.8405 -0.0461 2.4447
H -1.4737 2.5899 4.3058
H 0.2803 4.3375 4.4672
H 1.7570 4.7359 2.5012
H 1.5313 3.3315 0.4878
Cl -1.3048 -3.4959 -2.0544
C -0.5446 -1.9014 -2.3254
H -0.9127 -1.4571 -3.2377
H 0.5299 -1.9937 -2.3015
C -4.9594 -2.1073 2.1890
N -4.5091 -1.6818 0.8807
C -5.4036 -1.2923 -0.0592
C -5.0030 -0.8279 -1.2501
C -3.5878 -0.6912 -1.4590
N -2.7084 -1.0371 -0.5251
C -3.1328 -1.5853 0.6458
O -2.3580 -2.0098 1.4893
N -3.1878 -0.2245 -2.6325
H -5.8217 -2.7671 2.0802
H -5.2261 -1.2422 2.7999
H -4.1436 -2.6378 2.6713
H -6.4482 -1.3897 0.2097
H -5.7057 -0.5280 -2.0091
H -3.8431 0.3037 -3.1810
H -2.2109 -0.0202 -2.8117
C 1.9663 -3.9591 -1.9975
C 2.8103 -2.8919 -1.2694
C 3.3373 -1.9618 -2.3700
C 4.0064 -3.6726 -0.7000
Si 1.8414 -1.7985 0.1169
C 1.5905 -2.9546 1.7052
C 2.8501 -3.3241 2.5039
C 0.9102 -4.2558 1.2662
C 0.6439 -2.2709 2.7039
C 3.0788 -0.3333 0.6216
C 2.6091 0.2705 1.9504
C 3.0191 0.7842 -0.4316
C 4.5631 -0.6816 0.8082
H 2.6544 -4.6552 -2.4958
H 1.3364 -3.5421 -2.7781
H 1.3217 -4.5398 -1.3457
H 3.7140 -2.5674 -3.2038
H 4.1589 -1.3356 -2.0272
H 2.5578 -1.3063 -2.7614
H 4.5566 -4.1252 -1.5365
H 3.6780 -4.4902 -0.0606
H 4.7077 -3.0637 -0.1366
H 3.6076 -3.8402 1.9198
H 2.5633 -3.9902 3.3294
H 3.3157 -2.4468 2.9516
H 1.5839 -4.9053 0.7080
H 0.0287 -4.0685 0.6512
H 0.5823 -4.8090 2.1559
H 1.1185 -1.4454 3.2297
H -0.2611 -1.8998 2.2289
H 0.3270 -3.0015 3.4607
H 1.5422 0.4959 1.9575
H 3.1385 1.2147 2.1288
H 2.8237 -0.3868 2.7912
H 2.0022 1.1406 -0.5864
H 3.4191 0.4767 -1.3937
H 3.6219 1.6340 -0.0804
H 4.7289 -1.5180 1.4855
H 5.0760 0.1905 1.2339
H 5.0570 -0.9092 -0.1366
Br -0.1061 7.6133 -2.7981
C -0.2647 5.7126 -2.9441
C 0.2286 4.9163 -1.9268
C 0.1079 3.5394 -2.0439
C -0.4967 2.9783 -3.1590
C -0.9915 3.8022 -4.1599
C -0.8778 5.1803 -4.0640
C -0.6601 1.4732 -3.2644
O -1.2726 1.0204 -4.2387
O -0.1638 0.7807 -2.3204
H 0.6758 5.3569 -1.0462
H 0.4340 2.8802 -1.2537
H -1.4741 3.3410 -5.0112
H -1.2665 5.8308 -4.8361
```